1.
# C3H7NOS2

An isolated molecule of C3H7NOS2 at a distorted geometry (wB97M-V/def2-TZVPD, the OMol25 dataset).

The geometry in XYZ format:
```
14
Properties=species:S:1:pos:R:3:forces:R:3
S 2.6084 1.3912 -0.3436 5.37 2.25 4.11
S 0.9990 0.9355 -1.0323 -5.25 -0.79 -4.82
C 0.1917 -0.4288 -0.3228 -1.07 -3.73 3.10
C -1.2482 -0.0318 0.0920 -1.16 1.81 0.62
C -1.9536 -1.2357 0.8774 1.39 2.60 -2.75
N -3.2132 -0.9759 1.1519 -1.52 2.99 0.53
O -1.4060 -2.2705 1.0181 1.28 -2.65 0.60
H 3.6221 0.6456 -0.7686 0.15 -0.76 -0.84
H 0.0758 -1.5033 -0.7702 0.58 2.24 -0.45
H 0.7267 -0.7950 0.6215 -0.54 1.00 -0.91
H -1.9198 0.3321 -0.8485 1.56 -1.01 2.24
H -1.2393 0.8934 0.8592 0.11 -1.83 -1.79
H -3.3799 0.0474 1.2995 -0.49 -1.78 -0.23
H -3.8031 -1.6743 1.5349 -0.41 -0.34 0.60
```
Positions in Å, forces in eV/Å.

Summary:
E_LUMO (eV): 0.713
Strongest force on any atom (eV/A): 7.2
E_HOMO (eV): -8.61
SMILES: NC(=O)CCSS

---

2.
# C6H10N3O3

The ion C6H10N3O3 with charge +1 at a distorted geometry (wB97M-V/def2-TZVPD, the OMol25 dataset).

The geometry in XYZ format:
```
22
Properties=species:S:1:pos:R:3:forces:R:3
C 0.4234 -0.4310 0.3255 -1.20 0.39 -0.58
C -0.6519 1.8305 -0.4117 0.87 0.83 1.58
C 1.0143 -1.6302 0.7680 2.17 0.45 -0.87
C 0.2098 0.5389 1.2886 0.65 1.17 2.28
C 0.6882 -2.8555 0.0683 0.15 -1.13 -0.94
C -1.1230 1.0394 -2.5621 4.66 0.79 -1.75
N -0.2805 -0.4153 -0.8615 0.66 -1.65 1.71
N -0.6561 0.8072 -1.2032 -1.17 0.12 -1.88
N -1.0282 1.2291 1.0835 -1.26 3.15 0.48
O -0.1906 2.9264 -0.4164 -0.69 0.96 -0.14
O 1.9751 -1.6598 1.6505 0.35 2.07 0.35
O 1.1893 0.9640 2.2590 -2.56 0.74 -0.43
H 1.4394 -3.1113 -0.7374 0.00 0.29 1.31
H -0.1494 -2.6587 -0.6048 -0.47 -0.37 0.74
H 0.6070 -3.6735 0.8041 -0.12 0.08 -0.65
H -1.8307 0.3813 -2.8923 -2.03 -1.91 -0.23
H -1.4495 2.0562 -2.7407 0.08 0.16 0.40
H -0.1806 0.8312 -3.2354 -1.83 0.61 1.00
H 2.3578 -0.7140 1.9133 -1.50 -2.38 -0.56
H -1.9520 0.7074 1.0177 1.65 0.09 0.33
H -1.2298 2.2243 1.5249 0.89 -2.71 -0.45
H 0.8180 1.6136 2.9622 0.69 -1.74 -1.72
```
Positions in Å, forces in eV/Å.

Summary:
Charge: +1
E_LUMO (eV): -4.741
Strongest force on any atom (eV/A): 5.0
E_HOMO (eV): -11.45

---

3.
# C4H6N2O

An isolated molecule of C4H6N2O at a distorted geometry (wB97M-V/def2-TZVPD, the OMol25 dataset).

The geometry in XYZ format:
```
13
Properties=species:S:1:pos:R:3:forces:R:3
C -1.8367 0.0590 -0.4166 -0.06 0.02 -0.08
C -0.8935 -0.5729 0.5897 -0.12 -0.10 -0.07
O 0.2173 0.3214 0.8391 0.11 -0.03 -0.04
C 1.3204 0.1359 0.1101 0.08 -0.15 -0.13
N 1.5078 -0.8099 -0.7105 -0.03 0.32 0.23
C 2.2972 1.1955 0.3911 0.75 0.79 0.13
N 3.0888 2.0240 0.5553 -0.88 -0.97 -0.17
H -1.3320 0.2322 -1.3718 -0.04 -0.03 0.13
H -2.6856 -0.6083 -0.6008 0.13 0.08 0.05
H -2.2262 1.0131 -0.0418 0.12 -0.20 -0.07
H -0.4958 -1.5309 0.2374 -0.18 0.21 0.14
H -1.3905 -0.6937 1.5587 0.25 0.00 -0.19
H 2.4289 -0.7653 -1.1399 -0.12 0.07 0.08
```
Positions in Å, forces in eV/Å.

Summary:
E_LUMO (eV): 0.582
Strongest force on any atom (eV/A): 1.3
E_HOMO (eV): -10.87
SMILES: [H]/N=C(\C#N)OCC

---

4.
# C21H38Br2N5O5

A cluster of 3 separate species, C21H38Br2N5O5 in total at a distorted geometry (wB97M-V/def2-TZVPD, the OMol25 dataset).

The geometry in XYZ format:
```
71
Properties=species:S:1:pos:R:3:forces:R:3
C -0.7494 5.5065 -0.1145 0.14 -0.09 0.30
C -0.2037 4.4438 -0.0060 0.03 -0.36 -0.96
C 0.5476 3.2664 -0.3293 -0.31 1.54 0.81
C 1.9099 3.2289 -0.4061 -0.65 -0.92 -0.15
N 2.1652 1.9128 -0.7477 0.54 0.40 -0.07
O 3.4372 1.3739 -0.9107 -0.15 0.15 -0.43
C 3.5220 0.7559 -2.0843 0.03 -0.26 0.62
N 3.5803 0.0687 -3.0026 0.06 0.29 -0.08
C 1.0562 1.2126 -0.8688 -1.16 -0.37 0.08
N 0.0241 2.0257 -0.6187 1.21 -0.25 0.22
C -1.3698 1.5914 -0.6369 -0.34 0.17 -0.15
Br -2.1673 2.0858 1.0701 0.17 -0.13 -0.18
C -2.1557 2.0201 -1.9271 -0.66 -0.04 0.58
C -3.5280 2.6449 -1.6623 0.30 -0.04 -0.76
Br -1.1015 3.1279 -3.1258 -0.09 -0.07 -0.07
H -1.2074 6.4656 -0.1785 -0.10 0.03 0.10
H 2.6281 4.0073 -0.2339 0.25 -0.14 -0.07
H 0.9368 0.1681 -1.1062 0.36 -0.03 -0.09
H -1.3424 0.5058 -0.6265 0.07 0.01 0.08
H -2.3580 1.1024 -2.4740 0.33 -0.02 -0.12
H -4.1648 1.9473 -1.1232 0.08 0.07 0.28
H -3.9978 2.7818 -2.6378 0.00 0.14 0.06
H -3.4582 3.6105 -1.1710 -0.04 -0.03 0.17
C -0.0923 2.3013 4.3378 -0.14 0.16 0.03
O -1.5005 2.2433 4.4498 0.24 -0.13 -0.16
C -2.0150 0.9255 4.6423 -0.40 0.02 -0.01
C -2.5717 0.7478 6.0396 0.23 0.14 0.15
N -1.5091 0.7279 7.0362 -0.12 0.04 -0.07
C -1.9721 0.7806 8.4227 0.19 0.01 -0.02
C -2.7315 2.0217 8.8871 -0.05 -0.10 0.18
O -1.9484 3.2002 8.9450 -0.05 -0.03 -0.15
C -1.8250 3.9147 7.7315 0.11 0.08 0.21
H 0.1706 3.3131 4.0287 -0.05 0.01 0.01
H 0.4015 2.0966 5.2920 0.08 -0.10 -0.05
H 0.2749 1.5960 3.5836 0.04 -0.05 0.03
H -1.2611 0.1653 4.4181 0.10 0.06 0.08
H -2.8352 0.8023 3.9282 0.01 -0.04 0.00
H -3.1179 -0.1986 6.0849 -0.02 0.00 0.01
H -3.2882 1.5609 6.2155 -0.12 -0.05 -0.10
H -0.8891 1.5094 6.8745 0.01 0.04 0.02
H -1.0876 0.6830 9.0560 -0.03 -0.02 0.04
H -2.5937 -0.0994 8.6132 -0.05 0.01 -0.03
H -3.0511 1.8334 9.9146 0.00 0.01 0.00
H -3.6457 2.1974 8.3077 0.05 0.03 -0.11
H -2.7220 3.8296 7.1127 0.00 -0.06 -0.04
H -0.9496 3.5874 7.1620 -0.07 -0.02 -0.13
H -1.6765 4.9656 7.9815 -0.02 -0.02 0.03
C 3.6871 -1.8627 -5.3598 -0.15 -0.11 -0.22
O 3.4324 -2.6897 -6.4766 0.12 0.08 0.19
C 4.1196 -3.9372 -6.4517 -0.06 -0.13 -0.30
C 3.1497 -5.0771 -6.2200 -0.10 0.10 0.20
N 2.6219 -5.0459 -4.8599 -0.06 -0.05 -0.11
C 1.5045 -5.9533 -4.6117 0.06 0.16 0.11
C 0.2083 -5.7306 -5.3880 -0.09 -0.23 0.08
O -0.4770 -4.5338 -5.0506 0.13 0.05 -0.08
C -0.0411 -3.3732 -5.7327 -0.20 0.03 0.18
H 3.2429 -0.8902 -5.5616 -0.01 -0.01 -0.05
H 3.2304 -2.2665 -4.4496 0.12 0.04 0.09
H 4.7601 -1.7284 -5.1958 0.01 0.00 0.07
H 4.9148 -3.9388 -5.7012 -0.06 0.03 0.09
H 4.5855 -4.0675 -7.4319 0.01 0.02 0.01
H 3.6652 -6.0279 -6.3805 -0.01 -0.02 0.01
H 2.3563 -4.9913 -6.9736 0.07 -0.05 -0.12
H 2.3222 -4.1045 -4.6476 0.01 0.03 -0.01
H 1.2643 -5.8778 -3.5480 -0.03 -0.06 0.00
H 1.8430 -6.9790 -4.7850 0.00 0.00 -0.06
H -0.4709 -6.5428 -5.1185 -0.02 0.02 0.00
H 0.3509 -5.7952 -6.4723 0.08 0.11 -0.01
H 0.3055 -3.5963 -6.7438 0.09 -0.01 0.00
H 0.7494 -2.8562 -5.1798 0.10 0.01 -0.13
H -0.8920 -2.6932 -5.8033 -0.02 -0.05 -0.01
```
Positions in Å, forces in eV/Å.

Summary:
Charge: +1
E_LUMO (eV): -3.860
Strongest force on any atom (eV/A): 1.8
E_HOMO (eV): -10.22